C20H22N4O6S in the gas phase at a distorted geometry, computed with ωB97M-V with the def2-TZVPD basis set.

* SMILES: CS(=O)(=O)N(CC(=O)Nc1ccccc1C(=O)N1CCCC1)c1cccc([N+](=O)[O-])c1
* HOMO level: -8.8 eV
* F_max: 1.5 eV/A
* energy above the lowest of the compared OMol25 structures with the same formula, charge and spin: 289.8 kJ/mol

Last column: Mulliken charge in e.
Element x y z (Å)
C  -2.70254  -0.45340  -2.13659  -0.626
S  -3.66492  0.25234  -0.78464  1.307
O  -4.55230  -0.74573  -0.27634  -0.697
O  -4.23754  1.49512  -1.20242  -0.675
N  -2.51146  0.52738  0.43694  0.039
C  -2.56058  -0.36135  1.57128  -1.174
C  -1.57396  -1.53761  1.59027  0.763
O  -1.60554  -2.34458  2.49020  -0.676
N  -0.71633  -1.56358  0.54096  0.633
C  0.28608  -2.49138  0.26542  0.023
C  0.27332  -3.77411  0.80558  -0.645
C  1.23905  -4.69215  0.44168  -0.657
C  2.21748  -4.35144  -0.47853  -0.801
C  2.25871  -3.06910  -0.99155  -0.142
C  1.32370  -2.11260  -0.60644  0.433
C  1.37771  -0.72758  -1.14622  0.496
O  0.34963  -0.12492  -1.48819  -0.669
N  2.57468  -0.14008  -1.25743  0.261
C  3.82851  -0.53326  -0.64488  -0.665
C  4.46384  0.79858  -0.25291  -0.709
C  4.05031  1.71857  -1.40132  -0.616
C  2.66304  1.21117  -1.79744  -0.163
C  -1.51978  1.48687  0.31974  0.248
C  -1.58880  2.48103  -0.66457  -0.860
C  -0.59618  3.43481  -0.78938  -0.689
C  0.51182  3.42176  0.03788  -0.616
C  0.58739  2.42856  1.00618  -0.539
N  1.76498  2.33411  1.82420  1.173
O  1.82840  1.43196  2.63379  -0.634
O  2.65189  3.14247  1.63403  -0.638
C  -0.41113  1.47957  1.16868  0.342
H  -2.65014  -1.52027  -1.96296  0.323
H  -1.71100  -0.01563  -2.15631  -0.001
H  -3.23234  -0.24205  -3.05665  0.486
H  -3.56094  -0.80218  1.57267  0.498
H  -2.44832  0.19664  2.50679  0.467
H  -0.71601  -0.78333  -0.11348  -0.643
H  -0.50293  -4.03915  1.50345  0.505
H  1.21413  -5.68556  0.86264  0.414
H  2.94927  -5.07984  -0.79220  0.414
H  3.01004  -2.81166  -1.72182  0.488
H  3.65877  -1.19553  0.20394  0.446
H  4.46295  -1.04464  -1.37840  0.243
H  5.54311  0.72202  -0.14564  0.418
H  4.05128  1.15386  0.68983  0.220
H  4.02811  2.76258  -1.09863  0.341
H  4.74471  1.61238  -2.23498  0.302
H  2.51925  1.18326  -2.88125  0.427
H  1.85617  1.81689  -1.37512  -0.215
H  -2.44347  2.51582  -1.31670  0.549
H  -0.68607  4.19239  -1.55187  0.434
H  1.30545  4.14638  -0.05208  0.501
H  -0.28219  0.73866  1.94139  0.553


C20H22N6O2SV as an isolated structure at a distorted geometry, computed with ωB97M-V with the def2-TZVPD basis set.

* total charge: +1
* HOMO level (spin up / spin down): -10.2 / -10.1 eV
* F_max: 3.4 eV/A
* spin multiplicity: 3
* energy above the lowest of the compared OMol25 structures with the same formula, charge and spin: 77.4 kJ/mol

Last column: Mulliken charge in e.
Element x y z (Å)
V  0.03090  -0.22350  1.08960  -0.133
C  -1.15640  2.46420  -1.92420  -1.759
C  -0.71430  1.82980  -0.65080  0.756
N  -1.17620  0.73070  -0.11720  0.629
N  -2.37520  0.20210  -0.44420  -0.535
C  -2.96470  -0.56290  0.50310  0.713
N  -4.17770  -1.07070  0.26390  -0.389
S  -2.15060  -0.85310  1.94710  -0.461
C  0.27970  2.40990  0.20860  0.661
C  0.88160  3.66450  0.07730  -0.904
C  1.64630  4.14350  1.12050  -0.490
C  1.75400  3.38400  2.28580  -0.885
C  1.15560  2.14010  2.33560  -0.134
N  0.46740  1.65330  1.31210  0.123
H  -0.27820  2.58950  -2.55950  0.400
H  -1.59560  3.44480  -1.74890  0.358
H  -1.87140  1.85220  -2.46600  0.417
H  -2.84700  0.45890  -1.31070  0.214
H  -4.70510  -0.86750  -0.56930  0.190
H  -4.59160  -1.66040  0.96670  0.249
H  0.73030  4.24210  -0.81890  0.474
H  2.14700  5.09700  1.04810  0.467
H  2.29950  3.75560  3.13600  0.456
H  1.22980  1.50990  3.21760  0.515
C  4.64900  0.28350  -1.86730  -1.047
N  3.86890  -0.13160  -0.72150  0.199
C  4.40000  -0.91360  0.24530  0.022
C  3.70410  -1.31630  1.34000  -1.227
C  2.33970  -0.89430  1.42730  1.216
O  1.49580  -1.11770  2.32630  -0.733
N  1.84340  -0.17460  0.40820  0.305
C  2.51870  0.23400  -0.67400  0.100
O  1.99040  0.89570  -1.55310  -0.689
H  5.68970  0.41000  -1.57970  0.388
H  4.24560  1.22720  -2.23150  0.320
H  4.58080  -0.45830  -2.66500  0.320
H  5.43200  -1.19550  0.09150  0.421
H  4.13940  -1.95030  2.09410  0.513
C  -0.21280  -1.61690  -0.56350  -1.097
C  0.77890  -2.66190  -0.34850  0.674
C  1.82580  -2.84960  -1.25860  -0.352
C  2.74770  -3.86000  -1.07230  -0.781
C  2.65470  -4.68850  0.03520  -0.534
C  1.62440  -4.51340  0.94810  -0.783
C  0.68740  -3.51770  0.75910  -0.362
H  -1.21600  -2.01670  -0.41090  0.704
H  -0.11380  -1.15330  -1.54710  0.421
H  1.87710  -2.21760  -2.13560  0.439
H  3.53780  -4.00890  -1.79250  0.458
H  3.37600  -5.47750  0.17990  0.425
H  1.55400  -5.16150  1.80830  0.422
H  -0.12650  -3.39140  1.46900  0.329


C20H22N8O4Pd as an isolated structure, computed with ωB97M-V with the def2-TZVPD basis set.

* total charge: +2
* HOMO level (spin up / spin down): -14.9 / -14.6 eV
* F_max: 0.3 eV/A
* spin multiplicity: 5
* energy above the lowest of the compared OMol25 structures with the same formula, charge and spin: 13.3 kJ/mol

Last column: Mulliken charge in e.
Element x y z (Å)
Pd  -0.11984  -0.14821  0.05177  0.733
C  4.10320  0.62575  -1.35603  -1.593
C  3.04797  0.22340  -0.37327  1.027
O  1.91061  0.66131  -0.51672  -0.436
C  3.41280  -0.65705  0.77194  0.241
C  4.73716  -0.92512  1.01143  -0.579
C  5.16798  -1.68751  2.11773  -0.720
C  4.24349  -2.20985  3.02632  -0.688
C  2.91258  -1.97560  2.83002  -0.417
C  2.43004  -1.20213  1.70495  0.353
O  1.18408  -1.06492  1.60399  -0.224
H  3.62799  1.13676  -2.18711  0.310
H  4.65733  -0.23839  -1.72235  0.460
H  4.81468  1.30756  -0.88358  0.530
H  5.49448  -0.53334  0.34749  0.455
H  6.22649  -1.85953  2.25797  0.437
H  4.58107  -2.79213  3.87258  0.454
H  2.16010  -2.36793  3.50119  0.469
C  -1.46890  -4.06688  -1.84277  -1.703
C  -0.67483  -2.82600  -1.58836  0.438
N  -0.68177  -2.22237  -0.45833  0.642
O  -1.48644  -2.83055  0.48278  -0.574
C  0.19017  -2.31468  -2.66788  0.445
C  0.31801  -3.02477  -3.98690  -1.682
N  0.87310  -1.25889  -2.42432  0.636
O  1.69284  -0.63017  -3.06941  -0.529
H  -2.31988  -4.13547  -1.17481  0.450
H  -0.84072  -4.94673  -1.68085  0.340
H  -1.80833  -4.09035  -2.87583  0.436
H  -1.25185  -2.43226  1.33632  0.319
H  0.42420  -4.09876  -3.84286  0.419
H  1.19087  -2.65464  -4.51867  0.421
H  -0.56118  -2.85280  -4.61043  0.353
N  -1.52144  -1.08094  2.98989  -0.325
C  -2.44448  -0.45048  2.22719  0.614
N  -3.69143  -0.42417  2.64451  -0.684
C  -4.57065  0.15310  1.81584  0.427
N  -5.83967  0.20702  2.18380  -0.295
N  -4.24985  0.69285  0.60828  -0.636
C  -2.99273  0.61451  0.28672  -0.355
N  -2.02745  0.06821  1.05041  -0.042
C  -2.56064  1.18809  -1.01785  0.863
C  -3.44092  1.86904  -1.83468  -0.440
C  -2.95964  2.42106  -3.01421  -0.469
C  -1.61921  2.28201  -3.32994  -0.983
C  -0.79800  1.57755  -2.46360  -0.099
N  -1.26555  1.03738  -1.33961  0.333
H  -1.82619  -1.35566  3.91118  0.234
H  -0.54340  -0.86949  2.85947  0.200
H  -6.11876  -0.16605  3.07567  0.261
H  -6.51592  0.65236  1.58735  0.255
H  -4.47388  1.96325  -1.53443  0.524
H  -3.62493  2.96336  -3.67236  0.459
H  -1.20458  2.71167  -4.23055  0.453
H  0.25635  1.44284  -2.66169  0.482


A 2-piece molecular cluster, C20H22NOS3 overall at a distorted geometry, computed with ωB97M-V with the def2-TZVPD basis set.

* total charge: +1
* HOMO level: -8.7 eV
* F_max: 3.0 eV/A
* energy above the lowest of the compared OMol25 structures with the same formula, charge and spin: 0.0 kJ/mol

Last column: Mulliken charge in e.
Element x y z (Å)
C  -0.63500  1.23424  3.37826  -0.766
O  -0.58940  0.59179  2.07307  -0.277
C  -0.35174  -0.75427  2.04625  -0.416
C  -1.52094  -1.61744  2.15529  0.195
C  -1.71351  -2.29885  3.37094  -0.176
C  -2.81160  -3.14470  3.52470  -0.609
C  -3.71599  -3.30003  2.46800  -0.478
C  -3.59150  -2.52994  1.30306  -0.589
C  -2.50446  -1.66908  1.13509  -0.265
C  0.98516  -1.13842  2.13178  0.620
N  1.50515  -2.40786  2.05052  0.098
C  0.71058  -3.57006  1.69430  -1.107
C  2.88878  -2.47876  2.24105  0.337
C  3.47358  -1.21407  2.33111  0.853
C  4.85955  -1.07180  2.37981  -0.610
C  5.64492  -2.22628  2.31382  -0.547
C  5.05492  -3.50169  2.27130  -0.615
C  3.66199  -3.64467  2.24190  -0.835
S  2.26354  0.04979  2.28451  -0.301
H  -0.76360  2.29406  3.16265  0.269
H  -1.49591  0.85476  3.94409  0.234
H  0.29923  1.05725  3.92693  0.379
H  -0.99512  -2.12425  4.17350  0.472
H  -2.95465  -3.67469  4.46013  0.411
H  -4.54457  -4.00014  2.55988  0.400
H  -4.34272  -2.59457  0.51031  0.387
H  -2.36683  -1.04292  0.24346  0.423
H  1.36930  -4.33953  1.28734  0.397
H  0.19935  -4.00052  2.55824  0.314
H  -0.02314  -3.29840  0.93669  0.378
H  5.28069  -0.06865  2.47101  0.378
H  6.73870  -2.13238  2.30612  0.355
H  5.68380  -4.39749  2.26266  0.375
H  3.18674  -4.62431  2.21586  0.348
C  -3.83926  5.73869  -1.04404  -0.532
C  -2.53232  5.15396  -1.56904  -0.634
S  -2.11523  3.45368  -1.03763  0.081
C  -2.33186  3.46422  0.63527  0.242
S  -3.65486  4.17520  1.38809  0.076
C  -4.09366  5.69142  0.45973  -0.564
H  -3.88307  6.78840  -1.34817  0.329
H  -4.65932  5.23472  -1.56103  0.310
H  -2.62089  5.01897  -2.65539  0.378
H  -1.65017  5.77668  -1.37680  0.389
H  -1.61790  2.90934  1.24860  0.126
H  -3.63134  6.52467  1.00472  0.384
H  -5.17769  5.74841  0.63489  0.381